The following is a quantum chemistry calculation of a cluster of 2 separate species, C2H2BrCl3 in total in a non-equilibrium geometry, from the Open Molecules 2025 dataset.

Properties
E_HOMO (spin up / spin down) = -8.20 / -8.20 eV
Spin multiplicity = 1
DFT total energy = -4031.829628 a.u.
Strongest force on any atom = 4.9 eV/Å
Molecular weight = 212.30 g/mol

Element x y z (Å)
C 1.0241 0.3358 -0.2172
C -0.1449 0.4503 0.5489
Cl 1.9242 1.8075 0.0858
Cl 1.8279 -1.1910 0.5030
Cl -3.7528 -2.5621 -0.9491
Br -1.8039 0.3110 -0.2040
H 1.0212 0.3602 -1.3343
H -0.0958 0.4883 1.5668

Atomic forces in eV per Å
2.6 -0.8 -1.6
-4.1 -0.4 -2.6
0.7 0.6 0.6
-0.4 1.1 -0.8
0.7 0.9 0.2
1.0 -0.6 0.5
-0.6 -1.0 1.1
0.1 0.2 2.6